1.
Molecular formula: C3H5OPS
Method: DFT, the ωB97M-V functional and the def2-TZVPD basis

CARTESIAN COORDINATES (ANGSTROEM)
O (-0.36, -1.89, 0.63)
C (-0.54, -0.76, 0.25)
P (-2.01, 0.14, 0.71)
C (0.54, -0.02, -0.57)
C (1.40, 0.64, 0.43)
S (3.03, 0.06, 0.52)
H (-2.87, -0.74, -0.03)
H (-1.79, 0.96, -0.30)
H (1.10, -0.84, -0.94)
H (0.20, 0.72, -1.37)
H (1.29, 1.74, 0.67)

Summary:
HOMO-LUMO gap (spin up / spin down): 7.7 / 7.7 eV
SMILES string: O=C(P)CC=S

=====

2.
Molecular formula: C3H5P
Method: DFT, the ωB97M-V functional and the def2-TZVPD basis

CARTESIAN COORDINATES (ANGSTROEM)
C (-0.78, 0.19, -0.69)
C (-1.83, 0.95, -0.89)
C (0.54, 0.47, -0.16)
P (1.64, -0.74, 0.53)
H (-1.01, -0.81, -0.76)
H (-2.11, 1.86, -1.40)
H (0.85, 1.40, 0.38)
H (0.95, -1.87, 0.18)
H (0.97, -0.97, 1.87)

Summary:
HOMO-LUMO gap (spin up / spin down): 7.6 / 7.9 eV

=====

3.
Molecular formula: C3H5P
Method: DFT, the ωB97M-V functional and the def2-TZVPD basis

CARTESIAN COORDINATES (ANGSTROEM)
C (-0.70, -1.11, -0.03)
P (-1.77, 0.18, -0.03)
C (-0.09, 1.06, -0.06)
C (0.66, -0.39, -0.02)
H (-0.83, -2.16, 0.00)
H (0.00, 1.87, 0.88)
H (0.06, 1.57, -0.94)
H (1.24, -0.57, 1.02)
H (1.44, -0.46, -0.82)

Summary:
HOMO-LUMO gap: 9.8 eV
SMILES string: C1=PCC1

=====

4.
Molecular formula: C3H5P
Method: DFT, the ωB97M-V functional and the def2-TZVPD basis

CARTESIAN COORDINATES (ANGSTROEM)
C (-0.46, 0.65, 0.28)
C (-1.45, -0.33, 0.96)
C (0.80, 0.59, -0.48)
P (-1.77, 1.51, 0.68)
H (-2.18, -0.95, 0.48)
H (-1.40, -0.47, 1.93)
H (1.68, 0.91, 0.01)
H (0.68, 1.21, -1.48)
H (1.10, -0.35, -0.95)

Summary:
HOMO-LUMO gap (spin up / spin down): 7.3 / 7.3 eV
multiplicity: 3
⟨S²⟩: 2.01

=====

5.
Molecular formula: C3H6BFO3
Method: DFT, the ωB97M-V functional and the def2-TZVPD basis

CARTESIAN COORDINATES (ANGSTROEM)
B (1.10, 1.39, 0.89)
C (-1.22, -1.05, -1.98)
C (-0.14, -0.29, -2.04)
C (0.86, -0.41, -1.00)
O (1.52, 0.26, 1.68)
O (1.31, 2.57, 1.63)
O (0.62, 1.31, -0.33)
F (2.03, -0.44, -1.49)
H (-2.10, -0.93, -2.58)
H (-1.33, -1.54, -1.06)
H (0.08, 0.39, -2.82)
H (0.63, -1.19, -0.20)
H (1.98, 0.26, 2.53)
H (1.42, 2.24, 2.61)

Summary:
HOMO-LUMO gap: 11.1 eV

=====

6.
Molecular formula: C3H6BN
Method: DFT, the ωB97M-V functional and the def2-TZVPD basis

CARTESIAN COORDINATES (ANGSTROEM)
B (0.80, 0.73, 0.06)
C (0.88, -0.84, 0.02)
C (-0.63, -1.10, 0.09)
N (-1.44, -0.13, 0.01)
C (-0.78, 1.16, -0.04)
H (1.67, 1.46, 0.10)
H (1.15, -1.16, -1.03)
H (1.36, -1.32, 0.86)
H (-0.94, -2.16, -0.09)
H (-0.90, 1.64, 0.94)
H (-1.17, 1.72, -0.93)

Summary:
HOMO-LUMO gap: 9.8 eV
SMILES string: B1CC=NC1

=====

7.
Molecular formula: C3H6Br2N2
Method: DFT, the ωB97M-V functional and the def2-TZVPD basis

CARTESIAN COORDINATES (ANGSTROEM)
C (0.17, 0.29, -0.38)
C (0.68, -0.89, 0.47)
C (-0.56, 1.35, 0.48)
N (1.73, -0.47, 1.41)
N (0.14, 1.92, 1.47)
Br (1.69, -0.90, 3.12)
Br (-0.20, 1.61, 3.20)
H (0.95, 0.87, -0.80)
H (-0.52, -0.06, -1.06)
H (-0.16, -1.50, 0.88)
H (1.23, -1.68, -0.30)
H (-0.96, 2.11, -0.18)
H (-1.69, 0.86, 0.71)

Summary:
HOMO-LUMO gap (spin up / spin down): 8.9 / 7.7 eV
multiplicity: 3
⟨S²⟩: 2.01

=====

8.
Molecular formula: C3H6Br2NO4PdS2
Method: DFT, the ωB97M-V functional and the def2-TZVPD basis

CARTESIAN COORDINATES (ANGSTROEM)
C (-0.44, 1.78, 1.32)
C (-1.32, 0.55, 1.30)
Br (-1.96, 0.20, 3.10)
C (-0.59, -0.72, 0.85)
Br (1.15, -0.99, 1.62)
S (-0.42, -0.70, -0.94)
O (-1.68, -1.03, -1.53)
O (0.18, 0.53, -1.36)
N (0.52, -2.01, -1.24)
S (1.80, -1.82, -2.26)
O (2.84, -1.53, -1.32)
O (1.87, -2.95, -3.11)
H (-1.08, 2.65, 1.54)
H (0.29, 1.72, 2.12)
H (0.05, 1.91, 0.35)
H (-2.21, 0.68, 0.69)
H (-1.19, -1.59, 1.07)
H (1.54, -0.72, -3.00)
Pd (0.63, 4.05, 0.79)

Summary:
HOMO-LUMO gap: 2.4 eV
net charge: +1

=====

9.
Molecular formula: C3H6BrClIN
Method: DFT, the ωB97M-V functional and the def2-TZVPD basis

CARTESIAN COORDINATES (ANGSTROEM)
C (0.72, -0.31, -0.84)
C (-0.87, 0.27, 0.75)
C (-1.50, 0.09, -1.61)
N (-0.62, 0.21, -0.61)
Cl (-1.05, -0.46, -3.24)
Br (-3.29, 0.79, -1.37)
I (-1.23, -3.20, 0.41)
H (1.41, -0.14, -0.06)
H (0.49, -1.38, -0.92)
H (1.05, -0.07, -1.83)
H (-0.64, -0.76, 1.00)
H (-0.12, 0.95, 1.25)
H (-1.83, 0.65, 0.97)

Summary:
HOMO-LUMO gap (spin up / spin down): 5.8 / 5.8 eV

=====

10.
Molecular formula: C3H6BrI
Method: DFT, the ωB97M-V functional and the def2-TZVPD basis

CARTESIAN COORDINATES (ANGSTROEM)
C (-0.26, 0.83, -0.27)
C (0.56, -0.40, -0.78)
I (2.49, 0.16, -1.51)
C (0.68, -1.34, 0.32)
Br (1.44, -3.08, -0.16)
H (-1.12, 0.94, -0.80)
H (-0.48, 0.73, 0.78)
H (0.33, 1.69, -0.45)
H (0.07, -0.76, -1.71)
H (1.37, -0.81, 0.96)
H (-0.31, -1.39, 0.85)

Summary:
HOMO-LUMO gap: 10.0 eV
SMILES string: C[C@@H](I)CBr

=====

11.
Molecular formula: C3H6BrN2S2
Method: DFT, the ωB97M-V functional and the def2-TZVPD basis

CARTESIAN COORDINATES (ANGSTROEM)
H (0.94, 1.28, 2.96)
N (0.95, 0.46, 2.35)
C (0.78, 0.66, 1.13)
S (0.22, 2.03, 0.02)
S (0.55, 1.08, -1.83)
C (-0.07, -0.49, -0.95)
N (-1.56, -0.26, -0.74)
C (0.74, -0.68, 0.27)
Br (2.64, -0.98, -0.30)
H (0.13, -1.30, -1.82)
H (-2.17, -0.22, -1.64)
H (-1.60, 0.82, -0.31)
H (-1.88, -1.00, -0.16)
H (0.32, -1.42, 1.00)

Summary:
HOMO-LUMO gap: 9.2 eV
SMILES string: [H]/N=C1\SS[C@H]([NH3+])[C@H]1Br
net charge: +1

=====

12.
Molecular formula: C3H6BrNO2
Method: DFT, the ωB97M-V functional and the def2-TZVPD basis

CARTESIAN COORDINATES (ANGSTROEM)
C (0.56, 0.20, -1.37)
C (0.49, -0.29, -0.15)
C (0.38, 0.47, 1.17)
N (0.01, -1.66, -0.04)
O (-0.78, -2.03, -0.91)
O (0.50, -2.46, 0.75)
H (0.86, 1.28, -1.77)
H (0.72, -0.50, -2.24)
H (1.30, 0.82, 1.51)
H (0.02, -0.12, 2.00)
H (-0.14, 1.50, 1.22)
Br (-2.62, 1.11, -0.09)
H (-1.29, 1.69, -0.06)

Summary:
HOMO-LUMO gap: 9.9 eV
SMILES string: C=C(C)[N+](=O)[O-].Br

=====

13.
Molecular formula: C3H6BrP
Method: DFT, the ωB97M-V functional and the def2-TZVPD basis

CARTESIAN COORDINATES (ANGSTROEM)
C (1.26, 0.81, 2.09)
C (-0.17, -0.05, 0.27)
C (-1.19, -0.05, -0.62)
P (-1.56, -1.12, -2.12)
Br (-0.58, 0.13, -3.61)
H (2.04, 0.60, 1.40)
H (0.79, 1.76, 2.06)
H (1.25, 0.01, 2.88)
H (0.55, -0.88, 0.40)
H (-1.87, 0.75, -0.70)
H (-0.54, -1.95, -2.05)

Summary:
HOMO-LUMO gap: 7.7 eV

=====

14.
Molecular formula: C3H6Cl2
Method: DFT, the ωB97M-V functional and the def2-TZVPD basis

CARTESIAN COORDINATES (ANGSTROEM)
C (0.45, -0.83, 0.02)
C (-0.74, 0.05, -0.20)
C (-1.91, -0.31, -0.71)
H (3.17, 1.77, 1.42)
H (0.22, -1.85, -0.29)
H (0.72, -0.84, 1.08)
H (1.31, -0.47, -0.54)
H (-2.07, -1.35, -1.00)
H (-2.72, 0.39, -0.85)
Cl (2.05, 1.71, 0.80)
Cl (-0.48, 1.72, 0.27)

Summary:
HOMO-LUMO gap: 10.3 eV

=====

15.
Molecular formula: C3H6Cl2O3
Method: DFT, the ωB97M-V functional and the def2-TZVPD basis

CARTESIAN COORDINATES (ANGSTROEM)
O (0.99, -0.69, -1.21)
C (0.60, 0.22, -0.28)
C (0.94, -0.72, 1.29)
Cl (2.28, -1.87, 1.05)
C (-0.89, 0.45, -0.33)
O (-1.24, 1.25, -1.44)
O (-1.34, 0.97, 0.85)
Cl (-1.75, -1.24, -0.48)
H (0.29, -1.37, -1.35)
H (1.29, 0.98, -0.36)
H (0.09, -1.40, 1.55)
H (1.03, 0.06, 2.16)
H (-0.56, 1.54, -2.04)
H (-1.73, 1.83, 0.58)

Summary:
HOMO-LUMO gap: 10.1 eV
SMILES string: O[C@H](CCl)C(O)(O)Cl

=====

16.
Molecular formula: C3H6ClF3PS
Method: DFT, the ωB97M-V functional and the def2-TZVPD basis

CARTESIAN COORDINATES (ANGSTROEM)
C (1.69, -0.36, -0.62)
C (-2.40, 1.14, 0.11)
C (-3.20, -0.11, 0.13)
F (-4.43, 0.07, 0.60)
F (-2.63, -1.05, 0.94)
F (-3.29, -0.69, -1.07)
P (0.09, -1.04, -0.03)
S (0.51, -1.89, 1.82)
Cl (-0.46, -2.46, -1.30)
H (2.49, -1.09, -0.46)
H (1.93, 0.56, -0.08)
H (1.62, -0.14, -1.69)
H (-2.14, 1.59, 1.05)
H (-2.37, 1.71, -0.81)
H (-0.62, -2.60, 1.90)

Summary:
HOMO-LUMO gap (spin up / spin down): 6.4 / 9.1 eV
net charge: +1

=====

17.
Molecular formula: C3H6ClFN2O
Method: DFT, the ωB97M-V functional and the def2-TZVPD basis

CARTESIAN COORDINATES (ANGSTROEM)
C (1.76, -0.86, 0.26)
C (-0.79, 1.15, -0.04)
C (-2.01, 0.22, 0.58)
H (2.27, 0.62, 0.43)
H (2.74, -1.72, -0.73)
H (1.20, -1.60, 1.43)
H (0.93, -0.78, -1.65)
H (1.11, 1.06, -0.88)
H (-2.66, 0.85, 1.08)
N (0.46, -0.71, -0.60)
N (0.23, 0.66, -0.73)
O (-0.81, 2.34, 0.11)
F (-1.62, -0.66, 1.55)
Cl (-2.82, -0.57, -0.80)

Summary:
HOMO-LUMO gap: 9.6 eV

=====

18.
Molecular formula: C3H6ClFNO2
Method: DFT, the ωB97M-V functional and the def2-TZVPD basis

CARTESIAN COORDINATES (ANGSTROEM)
C (-0.07, 0.22, 0.02)
H (0.42, 1.86, -1.27)
Cl (2.81, 0.69, 0.08)
C (-0.15, 0.93, -1.29)
H (-1.14, 1.41, -1.40)
H (0.06, 0.29, -2.16)
N (0.45, -1.24, 0.02)
O (0.87, -1.65, -1.04)
O (0.30, -1.91, 1.02)
C (-0.16, 0.94, 1.32)
H (0.33, 0.39, 2.12)
H (0.04, 2.01, 1.12)
H (-1.23, 1.01, 1.62)
F (-1.91, -0.23, -0.15)

Summary:
HOMO-LUMO gap: 7.6 eV
net charge: -1

=====

| no. | DFT total energy (eV) |
| --- | --- |
| 1 | -25360.719 |
| 2 | -12475.064 |
| 3 | -12478.276 |
| 4 | -12475.202 |
| 5 | -12745.615 |
| 6 | -5373.080 |
| 7 | -146267.386 |
| 8 | -178107.088 |
| 9 | -95361.845 |
| 10 | -81350.992 |
| 11 | -97893.065 |
| 12 | -78831.082 |
| 13 | -82534.460 |
| 14 | -28252.215 |
| 15 | -34394.036 |
| 16 | -43998.615 |
| 17 | -23467.903 |
| 18 | -24031.286 |